Entry 1:
Formula: C21H54BIN2O9P3
Source: the OMol25 dataset
Level of theory: the ωB97M-V functional and the def2-TZVPD basis

The geometry in XYZ format:
```
91
Properties=species:S:1:pos:R:3:forces:R:3:mulliken_charge:R:1
C 3.29698 6.54236 4.45499 -0.5 -0.3 -0.1 -1.0353
C 1.88691 6.32928 3.88473 0.1 0.2 1.0 -0.7759
C 1.08957 5.23701 4.62126 -1.1 0.8 -1.1 -0.6042
N 1.17920 3.89961 3.96299 1.5 -0.2 1.0 -0.0161
P 1.89881 2.63638 4.80117 0.4 0.1 -0.7 -0.0294
I 3.66911 3.26762 6.32038 -0.3 -0.1 0.0 0.0613
C 2.67881 1.59838 3.53345 -0.9 -0.5 0.3 -0.8542
C 1.57619 1.09475 2.54051 0.5 0.9 -0.2 -0.6257
C 2.06055 1.30741 1.08614 -0.2 -0.9 0.5 -0.9822
C 1.51609 0.26274 0.09959 0.1 0.6 -0.9 -0.3377
N 0.53338 0.88840 -0.80536 0.2 -0.1 0.3 -0.5954
B 0.66271 1.45955 5.77017 -1.0 -0.8 0.5 0.2683
O 1.11025 0.17532 5.89968 0.4 0.6 0.3 -0.4023
C -0.73054 1.84383 6.33446 0.1 1.0 0.2 -0.3434
C -1.02136 3.35503 6.48966 -0.4 -0.6 0.0 -1.0715
H 3.69300 7.51687 4.17884 0.2 -0.2 -0.3 0.3897
H 3.21670 6.54405 5.54365 0.2 -0.1 0.0 0.2606
H 3.95598 5.72995 4.14847 0.3 0.2 0.0 0.2258
H 1.32690 7.24588 4.08413 0.0 0.0 -0.2 0.3873
H 1.86569 6.17547 2.80424 0.0 -0.1 0.0 0.4174
H 1.30626 5.22673 5.68793 0.3 -0.3 0.0 0.3862
H 0.04551 5.54508 4.53383 -0.1 -0.2 0.2 0.3281
H 1.74015 3.99161 3.11732 -0.3 0.1 -0.2 0.2356
H 3.49464 2.12163 3.03685 0.0 0.1 0.1 0.5914
H 3.06948 0.73202 4.07023 0.3 0.2 0.0 0.4509
H 0.68073 1.70446 2.68929 -0.2 -0.3 -0.1 0.3695
H 1.33763 0.05389 2.74450 0.0 0.0 0.0 0.5802
H 1.76686 2.31193 0.77568 0.2 0.0 -0.1 0.2708
H 3.14885 1.22188 1.08535 0.0 0.2 -0.1 0.4664
H 1.04452 -0.58397 0.59906 0.0 0.0 0.1 0.3357
H 2.34887 -0.11983 -0.49855 0.0 -0.3 0.2 0.2379
H 0.33355 0.21427 -1.53814 -0.1 0.1 -0.1 0.1753
H 0.99014 1.67886 -1.24635 -0.1 -0.1 -0.2 0.2757
H 1.79433 0.09171 6.57772 0.2 -0.4 -0.2 0.3358
H -1.54158 1.36853 5.77348 0.1 -0.1 -0.1 0.4042
H -0.77813 1.39819 7.33588 0.1 -0.3 -0.1 0.3401
H -1.81120 3.47640 7.23031 0.0 0.1 0.0 0.4199
H -0.15676 3.90411 6.86360 0.0 0.1 -0.1 0.2359
H -1.39378 3.76018 5.54987 0.2 0.3 0.0 0.2591
O 2.28250 -1.76304 -2.75707 -1.9 -1.9 1.7 -0.6573
P 1.99977 -2.69930 -3.87465 2.8 2.5 -5.0 0.8978
O 3.44727 -3.32203 -4.28958 -0.6 -0.2 0.5 -0.3077
C 4.09897 -4.21686 -3.38091 0.2 -0.2 0.2 -0.3520
C 3.38672 -5.55246 -3.26851 -0.2 0.1 0.0 -0.9329
O 1.76519 -1.65018 -5.10427 -0.3 -0.4 0.2 -0.3417
C 1.61876 -0.24819 -4.90486 0.2 0.3 -0.1 0.2479
C 2.94611 0.46425 -5.06573 0.1 0.0 0.0 -1.1940
O 1.07346 -3.83111 -4.52947 -0.2 0.0 2.6 -0.2984
C 0.66410 -3.88271 -5.90939 -0.6 -0.2 -0.7 -0.1615
C 1.79939 -4.07950 -6.88635 0.4 0.1 0.2 -1.0119
H 4.18657 -3.74248 -2.39907 0.0 0.0 0.0 0.2635
H 5.10657 -4.36730 -3.76626 0.0 0.1 -0.1 0.3189
H 2.40521 -5.44030 -2.80122 0.0 0.0 0.0 0.2653
H 3.97139 -6.24668 -2.66429 0.0 0.0 0.0 0.4062
H 3.22719 -5.98907 -4.25386 0.1 0.0 0.0 0.1925
H 1.16491 -0.03546 -3.93777 0.1 -0.1 0.1 -0.1987
H 0.92001 0.10477 -5.66610 0.0 -0.1 0.0 0.3651
H 3.71497 0.02154 -4.43216 -0.1 0.0 0.1 0.2721
H 2.85063 1.52161 -4.81133 0.0 0.0 0.0 0.3919
H 3.29505 0.38656 -6.09600 0.0 0.0 0.0 0.3312
H 0.06301 -3.01186 -6.16063 0.2 0.2 0.2 0.2742
H -0.00607 -4.74099 -5.97204 0.1 0.0 0.3 0.3527
H 2.48012 -3.23137 -6.90217 0.0 0.1 0.0 0.2518
H 1.39412 -4.20320 -7.89145 -0.1 -0.1 0.1 0.4103
H 2.38292 -4.96385 -6.62919 -0.1 -0.1 -0.1 0.2222
O -2.99637 -2.25186 -2.34733 1.6 2.7 -0.8 -0.8321
P -3.79544 -1.31905 -1.51845 -4.3 -3.6 2.5 1.0342
O -3.51499 -1.77143 0.02742 0.2 0.6 -0.5 -0.2527
C -2.21198 -1.55512 0.56697 0.3 0.0 0.2 -0.4418
C -1.89860 -0.08294 0.76711 -0.4 0.0 0.0 -0.3935
O -5.29973 -1.89444 -1.75697 0.2 0.5 0.0 -0.3234
C -5.60225 -2.86462 -2.76208 -0.1 -0.4 -0.1 -0.3324
C -5.57719 -4.26497 -2.18692 0.0 -0.1 0.2 -1.1033
O -4.31528 0.17361 -1.20968 2.2 0.1 -1.3 -0.3120
C -5.66319 0.52608 -0.85427 -0.7 0.5 0.0 -0.2123
C -6.12478 -0.04087 0.46800 0.2 -0.3 0.1 -0.9625
H -1.46501 -2.01988 -0.08552 0.0 0.0 0.0 0.2578
H -2.18342 -2.07624 1.52450 -0.1 -0.1 -0.1 0.3239
H -1.83259 0.43539 -0.18575 0.1 0.1 0.1 0.2479
H -0.94733 0.03686 1.28231 0.0 0.0 0.0 -0.1866
H -2.68185 0.40446 1.35102 0.0 -0.1 0.1 0.3139
H -4.93061 -2.76924 -3.61295 0.2 0.0 0.1 0.3497
H -6.60659 -2.63599 -3.12407 0.0 0.1 0.1 0.3295
H -4.63937 -4.46641 -1.66936 0.1 0.1 -0.1 0.2769
H -5.70571 -5.00772 -2.97516 0.0 0.0 0.0 0.3831
H -6.37987 -4.38986 -1.45854 0.0 0.0 0.0 0.2947
H -6.34821 0.27334 -1.66025 0.1 -0.2 0.0 0.2750
H -5.66222 1.61547 -0.78806 0.3 0.0 -0.1 0.3436
H -6.19000 -1.12629 0.44882 0.0 0.0 -0.1 0.2529
H -7.11527 0.35065 0.70425 0.0 0.1 -0.1 0.4093
H -5.43595 0.23271 1.26827 0.0 0.1 0.0 0.2166
```
Positions in Å, forces in eV/Å.

Total charge   +1
Orbital gap   7.1 eV
Spin multiplicity   1
Energy   -2965.75394 a.u.

***

Entry 2:
Formula: C3H7NO2
Source: the OMol25 dataset
Level of theory: the ωB97M-V functional and the def2-TZVPD basis

The geometry in XYZ format:
```
13
Properties=species:S:1:pos:R:3:forces:R:3:mulliken_charge:R:1
N -1.60956 -1.06718 -0.26825 -0.2 -0.2 0.1 -0.6520
C -0.26804 0.89297 -1.40118 -0.2 0.3 -0.8 0.6794
O -0.85263 0.76689 -2.40001 0.5 0.1 0.9 -0.3631
C 0.41411 1.23851 -0.32035 -0.1 -0.1 -0.1 -0.7206
C 1.32515 0.38122 0.50779 0.3 0.2 -0.2 -0.3021
O 0.64567 -0.64820 1.22407 0.2 -0.1 0.2 -0.5047
H -1.06641 -1.86249 0.04416 -0.2 0.0 0.0 0.1988
H -2.54490 -1.36067 -0.52764 0.1 0.0 0.1 0.2013
H -1.65993 -0.43778 0.52473 -0.1 -0.1 -0.1 0.2581
H 0.35712 2.30201 -0.11836 -0.1 -0.1 0.0 0.3149
H 2.10611 -0.06713 -0.12179 -0.1 0.0 0.1 0.3423
H 1.82413 1.05333 1.21934 0.0 -0.1 -0.2 0.2675
H 1.32919 -1.19148 1.63748 -0.2 0.1 0.0 0.2801
```
Positions in Å, forces in eV/Å.

SMILES   O=C=CCO.N
Orbital gap   9.4 eV
Spin multiplicity   1
Energy   -323.69268 a.u.
Energy above the lowest of the compared OMol25 structures with the same formula, charge and spin   2.402 eV

***

Entry 3:
Formula: C20H23NO9P2
Source: the OMol25 dataset
Level of theory: the ωB97M-V functional and the def2-TZVPD basis

The geometry in XYZ format:
```
55
Properties=species:S:1:pos:R:3:forces:R:3:mulliken_charge:R:1
C 2.31491 0.35523 3.55868 -0.1 0.8 0.5 -0.9219
C 1.83717 1.87118 3.46280 -0.6 -1.0 0.8 -0.6977
C 0.53403 2.06801 2.60360 -0.4 1.3 -0.6 -0.2127
C 0.26994 3.67168 2.56557 0.7 -0.7 -0.1 -1.1046
C 0.62981 1.46685 1.14649 1.0 0.7 -0.3 0.9178
C 1.32104 2.17300 0.20379 -0.3 -1.2 -0.4 -0.4095
C 1.41461 1.63408 -1.25374 -0.2 -0.2 1.3 -0.0842
O 1.57471 2.35656 -2.21007 0.1 -0.4 0.5 -0.5878
C 1.29304 0.08842 -1.41518 -0.1 -1.3 -0.1 0.3237
C 1.90936 -0.51844 -2.57653 -1.7 -1.4 2.4 -0.7733
C 1.78697 -1.98103 -2.70054 0.0 1.3 0.8 0.0712
O 2.35108 -2.53636 -3.84773 -0.4 0.0 1.2 -0.5302
C 1.09706 -2.81214 -1.69607 0.7 2.0 0.6 0.6458
P 1.04861 -4.62653 -2.04432 -1.0 -2.1 -2.6 1.0823
O -0.02716 -4.99894 -3.01192 1.1 0.7 1.1 -0.7138
O 0.87224 -5.56136 -0.68642 0.7 1.2 -1.0 -0.5372
O 2.48008 -5.12803 -2.76325 -1.0 0.7 2.2 -0.5504
C 0.47197 -2.15897 -0.51281 0.6 0.8 -0.9 -0.0810
C -0.26511 -3.01138 0.58352 0.3 1.0 -0.5 -0.7144
P -2.01470 -3.46661 0.07066 -2.3 -0.3 1.3 0.8560
O -2.62292 -4.50516 0.95860 1.2 0.6 -0.9 -0.7696
O -2.12512 -3.81340 -1.52322 0.4 1.0 1.8 -0.4639
O -2.90902 -2.07215 0.27406 1.3 -1.3 -1.0 -0.5123
C 0.55886 -0.69457 -0.39051 0.8 -0.7 -1.5 0.2939
C -0.07495 0.11915 0.75648 0.8 1.2 0.2 0.1810
O -1.08560 -0.16459 1.36205 0.7 -0.5 -0.3 -0.6308
H 2.67059 0.20586 4.61871 0.0 -0.1 -1.3 0.3861
H 3.13367 0.16799 2.81491 -0.8 -0.2 0.8 0.2334
H 1.45277 -0.35755 3.43525 0.8 0.7 -0.1 0.1626
H 2.67459 2.56692 3.18148 -0.8 -0.8 -0.1 0.2532
H 1.55743 2.16522 4.51843 0.2 -0.1 -1.1 0.4343
H -0.35781 1.63196 3.13163 1.0 0.1 -0.6 0.3828
H -0.47463 3.98313 1.77758 0.7 -0.6 1.2 -0.0028
H -0.02743 3.95445 3.61014 0.1 -0.1 -1.1 0.4931
H 1.25357 4.19078 2.36090 -1.0 -0.5 0.2 0.3334
H 1.80614 3.15425 0.44186 -0.6 -1.0 -0.5 0.3197
H 2.43474 0.12645 -3.31107 -0.5 -0.8 0.5 0.4631
H 3.31602 -2.41479 -3.83349 -0.5 0.0 0.0 0.3305
H 0.35696 -6.33598 -0.98913 0.1 0.4 0.1 0.3522
H 3.05612 -5.54719 -2.09438 -0.2 0.2 -0.4 0.3167
H 0.33169 -3.90112 0.90701 -0.8 0.6 -0.7 0.6374
H -0.40006 -2.38405 1.51099 -0.1 -0.6 -1.1 0.2522
H -2.48617 -4.70548 -1.67395 0.2 0.4 0.2 0.3356
H -3.16908 -1.98465 1.20748 0.2 -0.2 -0.4 0.3396
N -1.95131 3.25444 0.27049 -0.5 0.1 -0.7 -0.2804
C -2.03990 4.44354 -0.33845 0.1 -0.3 0.3 -0.1171
C -2.67922 4.64834 -1.55045 0.0 0.0 0.0 -0.6040
C -3.26153 3.55934 -2.17655 -0.1 0.0 -0.1 -0.1426
C -3.18503 2.31635 -1.57098 0.0 0.1 0.0 -0.8108
C -2.52524 2.21782 -0.35634 0.1 0.1 0.3 -0.3686
H -1.56710 5.26790 0.18704 0.0 0.1 -0.1 0.3191
H -2.71961 5.63540 -1.99221 0.0 0.0 0.0 0.3729
H -3.76997 3.67803 -3.12618 0.0 0.0 0.0 0.3949
H -3.62749 1.44186 -2.02991 0.0 0.0 0.1 0.4078
H -2.44363 1.26632 0.15521 -0.1 0.0 -0.1 0.7292
```
Positions in Å, forces in eV/Å.

SMILES   CC[C@@H](C)C1=CC(=O)c2cc(O)c(P(=O)(O)O)c(CP(=O)(O)O)c2C1=O.c1ccncc1
Orbital gap   8.4 eV
Spin multiplicity   1
Energy   -2190.65100 a.u.

***

Entry 4:
Formula: C2H7N
Source: the OMol25 dataset
Level of theory: the ωB97M-V functional and the def2-TZVPD basis

The geometry in XYZ format:
```
10
Properties=species:S:1:pos:R:3:forces:R:3:mulliken_charge:R:1
C -1.24838 -0.60547 -0.25395 -2.4 1.2 -0.4 -0.3605
N -1.34558 0.52693 0.42869 0.7 -0.9 -2.6 -0.5223
C 1.58644 0.27147 0.23997 -0.1 1.3 0.6 -1.0915
H -2.16484 -1.21945 -0.12729 0.3 -0.6 -0.6 0.3104
H -0.78942 -0.79635 -1.23673 1.9 -0.5 1.1 0.2675
H -2.26024 0.48385 -0.12671 -1.1 0.9 2.4 0.3016
H 0.84154 1.05607 0.14445 0.0 0.1 -0.2 0.3265
H 2.35008 0.72062 0.87831 0.2 -0.3 -0.1 0.3120
H 1.05878 -0.49144 0.80454 0.4 -0.5 -0.3 0.2258
H 1.97163 0.05377 -0.75127 0.0 -0.6 0.2 0.2306
```
Positions in Å, forces in eV/Å.

SMILES   C=N.C
Orbital gap   8.8 eV
Spin multiplicity   1
Energy   -134.99607 a.u.
Energy above the lowest of the compared OMol25 structures with the same formula, charge and spin   4.052 eV

***

Entry 5:
Formula: CH6N2
Source: the OMol25 dataset
Level of theory: the ωB97M-V functional and the def2-TZVPD basis

The geometry in XYZ format:
```
9
Properties=species:S:1:pos:R:3:forces:R:3:mulliken_charge:R:1
N 1.69274 0.23266 -0.20767 -1.5 -2.1 -1.4 -0.5369
C 0.71164 -0.68104 -0.06871 3.2 -0.4 4.7 -0.4432
N -1.53153 0.31422 0.17744 0.0 -2.6 -3.0 -0.9491
H -0.30114 -0.40814 0.52184 -1.3 0.9 -1.6 0.4075
H 1.74733 0.87241 0.54126 -0.7 2.6 0.1 0.3007
H -1.92102 1.11215 -0.21979 -1.2 2.6 0.3 0.1550
H 0.35560 0.36413 -0.57374 -0.8 2.3 -0.4 0.5201
H 1.13683 -1.44785 0.47808 1.1 -4.3 -1.2 0.3622
H -1.89047 -0.35853 -0.64870 1.2 1.0 2.5 0.1838
```
Positions in Å, forces in eV/Å.

Orbital gap   5.4 eV
Spin multiplicity   1
Energy   -150.82893 a.u.
Energy above the lowest of the compared OMol25 structures with the same formula, charge and spin   10.070 eV

***

Entry 6:
Formula: C17H13N8O2Pt
Source: the OMol25 dataset
Level of theory: the ωB97M-V functional and the def2-TZVPD basis

The geometry in XYZ format:
```
41
Properties=species:S:1:pos:R:3:forces:R:3:mulliken_charge:R:1
Pt 0.19122 0.62501 0.16298 0.2 0.6 0.2 0.6411
O -1.61183 -5.60051 -1.79427 0.9 -1.8 -1.4 -0.6419
C -2.33962 -5.01950 -1.04408 1.3 3.1 0.7 0.4088
O -3.36349 -5.10009 -0.42955 -2.1 -1.0 0.8 -0.6441
C -1.65849 -3.49714 -0.72457 -0.6 -1.4 -0.3 -0.5591
C -0.45271 -3.16937 -1.31918 0.3 1.2 0.4 -0.5216
C 0.09315 -1.92431 -1.02990 -1.3 -0.3 0.7 0.9656
N -0.55356 -1.08899 -0.17063 -0.8 -1.8 -0.5 -0.0024
C -1.75131 -1.40626 0.39494 0.8 -1.0 -1.0 0.8046
C -2.33420 -2.63779 0.12234 0.8 1.1 0.1 -0.5529
C -2.26663 -0.36578 1.24969 -0.2 1.3 0.8 0.2564
C -3.49937 -0.43601 1.90589 0.6 -0.2 -0.5 -0.6586
C -3.91174 0.58587 2.72529 0.6 0.6 0.1 -0.4285
C -3.04371 1.66480 2.91459 -0.5 -0.5 0.0 -0.8654
C -1.84944 1.69796 2.22837 0.2 0.2 0.0 0.1082
N -1.45331 0.73927 1.37960 -0.9 -0.5 0.3 -0.4198
C 1.31480 -1.36030 -1.55620 1.2 0.8 -0.3 0.2674
C 2.16664 -2.03462 -2.43632 -0.7 0.1 0.5 -0.7313
C 3.32055 -1.43447 -2.88093 0.1 0.7 0.3 -0.4354
C 3.60437 -0.14291 -2.43251 -0.1 -0.7 -0.3 -0.7795
C 2.73085 0.48204 -1.57142 0.0 0.3 0.1 0.2600
N 1.60437 -0.08510 -1.12500 0.2 -0.9 -0.6 -0.4107
H 0.04163 -3.85207 -1.98969 -0.2 -0.3 -0.1 0.6060
H -3.27968 -2.91737 0.55399 -0.2 -0.3 0.0 0.5989
H -4.12768 -1.29441 1.75212 -0.1 -0.2 -0.1 0.3874
H -4.87524 0.55247 3.20688 -0.1 0.0 0.1 0.4775
H -3.30932 2.46410 3.58500 0.1 0.2 0.0 0.3928
H -1.17782 2.53411 2.36911 0.0 -0.1 0.0 0.6322
H 1.91089 -3.02971 -2.75501 -0.1 -0.2 0.0 0.3859
H 3.98613 -1.95224 -3.55166 0.1 0.0 -0.1 0.4771
H 4.49995 0.35834 -2.75309 0.1 0.2 0.0 0.3913
H 2.95037 1.47523 -1.20734 -0.1 -0.1 0.0 0.4613
N 3.64011 4.46536 0.99056 1.0 0.4 0.5 -0.5549
N 2.44351 3.91248 0.75921 -1.5 -1.0 -0.6 1.1277
N 1.33280 4.60080 0.79079 -0.1 0.7 0.1 -0.8183
C 0.40432 3.68123 0.60173 0.3 -0.2 0.0 -0.2485
N 0.95915 2.46607 0.45662 0.3 1.3 0.2 -0.0876
N 2.26373 2.63848 0.55586 1.0 0.0 0.3 -0.5239
H 3.61847 5.47797 0.97980 -0.2 -0.2 -0.2 0.3184
H 4.42258 4.01923 0.53055 -0.3 0.0 -0.1 0.2753
H -0.64042 3.90814 0.55545 -0.2 0.0 0.0 0.6404
```
Positions in Å, forces in eV/Å.

Total charge   +1
Orbital gap   5.6 eV
Spin multiplicity   1
Energy   -1363.22040 a.u.